Entry 1:
Formula: C9H14O3
Source: the Open Molecules 2025 dataset
Level of theory: ωB97M-V with the def2-TZVPD basis set

**Molar mass**: 170.2 g mol⁻¹
**Maximum force**: 3.8 eV/A
**E_tot**: -576.78396 Eh
**Frontier orbital gap (alpha / beta)**: 9.56 / 6.20 eV
**HOMO (alpha / beta)**: -8.725 / -7.138 eV
**ΔE to the lowest compared entry with this formula, charge and spin**: 147.2 kcal/mol

```
26
Properties=species:S:1:pos:R:3:lowdin_charge:R:1
O -0.643 2.217 -1.607 0.10
O 1.448 1.089 -1.613 -0.12
O -1.184 -2.214 -0.028 0.01
C 0.071 1.264 -1.857 -0.52
C 2.194 2.282 -1.380 -0.09
C -0.347 0.146 -2.597 0.08
C -0.331 -1.250 0.412 -0.17
C 1.086 -1.195 0.908 -0.19
C 1.172 -0.688 2.308 -0.14
C -2.774 -0.146 0.058 -0.03
C -1.767 -1.082 0.685 -0.24
C -0.886 -0.980 -3.017 0.03
H 1.551 3.152 -1.911 0.12
H -3.729 -0.587 -0.008 0.06
H -2.488 0.088 -1.001 0.08
H -1.234 -1.031 -4.012 0.05
H 2.298 2.665 -0.251 0.12
H 0.708 -1.142 3.136 0.05
H 0.639 0.317 2.460 0.11
H 2.173 -0.677 2.716 0.07
H 1.644 -0.451 0.376 0.08
H 1.624 -2.238 0.883 0.16
H -1.387 -1.698 -2.285 0.09
H -2.075 -1.523 1.673 0.15
H 3.183 2.216 -1.861 0.08
H -2.906 0.789 0.549 0.07
```

---

Entry 2:
Formula: C9H14O3S2
Source: the Open Molecules 2025 dataset
Level of theory: ωB97M-V with the def2-TZVPD basis set

**Molar mass**: 234.3 g mol⁻¹
**Maximum force**: 3.5 eV/A
**E_tot**: -1373.26704 Eh
**Frontier orbital gap (alpha / beta)**: 7.08 / 7.08 eV
**HOMO (alpha / beta)**: -8.001 / -8.000 eV
**ΔE to the lowest compared entry with this formula, charge and spin**: 37.5 kcal/mol

```
28
Properties=species:S:1:pos:R:3:lowdin_charge:R:1
S 1.283 -2.786 -0.843 0.82
S 3.040 0.467 -0.800 0.87
O 2.153 -0.589 1.562 0.06
O -0.297 -1.487 1.655 0.10
O 5.483 1.224 1.270 -0.02
C -4.459 0.615 0.289 -0.11
C -3.344 1.009 -0.672 -0.26
C 0.783 -1.030 -0.408 -0.58
C 4.829 1.069 -1.078 -0.30
C 5.661 1.278 -0.072 -0.41
C 1.902 -0.366 0.295 -0.63
C -1.959 0.617 -0.160 -0.19
C -1.751 -0.908 -0.155 -0.11
C -0.433 -1.195 0.486 -0.44
H 2.330 -2.413 -1.580 -0.12
H 1.412 -1.106 1.970 0.11
H -3.519 0.546 -1.647 0.11
H -3.359 2.092 -0.809 0.11
H -5.409 1.021 -0.048 0.07
H 0.563 -0.533 -1.351 0.10
H -2.538 -1.385 0.429 0.12
H -4.255 1.003 1.286 0.08
H -1.837 0.996 0.858 0.12
H 6.663 1.607 -0.331 0.10
H -1.771 -1.285 -1.179 0.13
H -1.194 1.083 -0.785 0.12
H 4.584 0.921 1.465 0.07
H -4.561 -0.465 0.355 0.06
```

---

Entry 3:
Formula: C9H14O6
Source: the Open Molecules 2025 dataset
Level of theory: ωB97M-V with the def2-TZVPD basis set

**Molar mass**: 218.2 g mol⁻¹
**Maximum force**: 3.0 eV/A
**E_tot**: -802.21266 Eh
**Frontier orbital gap (alpha / beta)**: 3.45 / 3.47 eV
**HOMO (alpha / beta)**: -6.565 / -6.316 eV
**ΔE to the lowest compared entry with this formula, charge and spin**: 345.6 kcal/mol

```
29
Properties=species:S:1:pos:R:3:lowdin_charge:R:1
O -2.968 0.736 -1.067 -0.06
O 1.037 -0.701 0.453 -0.07
O -3.845 -0.239 -0.782 0.01
O 0.902 -1.219 5.387 -0.09
O -0.583 -1.097 1.223 0.05
O 0.781 -0.630 4.333 -0.09
C -1.311 -0.780 0.139 -0.33
C -1.936 0.730 -0.054 -0.43
C 0.334 1.215 -0.968 0.04
C -2.496 1.185 1.284 0.01
C -0.524 -1.124 -1.160 -0.02
C 2.102 -0.706 -1.528 -0.15
C 0.689 -0.262 -1.006 -0.32
C -0.887 1.639 -0.603 0.01
C 3.228 0.009 -0.764 -0.08
H 1.972 -0.946 0.510 0.08
H 1.168 1.921 -1.173 0.12
H -1.146 2.699 -0.659 0.13
H -1.203 -1.055 -2.004 0.14
H 4.179 -0.323 -1.179 0.08
H -3.290 0.534 1.582 0.08
H 2.225 -0.615 -2.607 0.12
H -2.855 2.224 1.217 0.10
H 3.283 -0.234 0.326 0.09
H -2.254 -1.295 0.146 0.14
H -1.687 1.162 2.029 0.10
H 2.132 -1.773 -1.265 0.12
H 3.152 1.098 -0.867 0.08
H -0.199 -2.152 -0.942 0.14
```

---

Entry 4:
Formula: C9H14OS
Source: the Open Molecules 2025 dataset
Level of theory: ωB97M-V with the def2-TZVPD basis set

**Molar mass**: 170.3 g mol⁻¹
**Maximum force**: 2.3 eV/A
**E_tot**: -824.72217 Eh
**Frontier orbital gap**: 9.10 eV
**HOMO**: -8.285 eV
**ΔE to the lowest compared entry with this formula, charge and spin**: 18.8 kcal/mol

```
25
Properties=species:S:1:pos:R:3:lowdin_charge:R:1
S -2.264 1.832 -2.084 0.70
O 0.488 0.724 -1.370 -0.03
C 0.963 -0.022 -0.325 -0.34
C -3.464 0.896 0.330 -0.16
C 0.655 -1.382 -0.363 -0.01
C 1.889 0.448 0.587 -0.03
C 2.515 -0.444 1.470 -0.05
C -2.598 1.987 -0.297 -0.61
C 1.161 -2.234 0.594 -0.04
C 2.083 -1.749 1.529 -0.30
C 2.663 -2.714 2.540 -0.05
H 0.811 1.640 -1.291 0.11
H 3.597 -3.132 2.150 0.08
H -0.146 -1.571 -1.065 0.12
H 2.047 -3.609 2.566 0.07
H -3.288 1.101 -2.550 -0.16
H -1.565 1.935 0.036 0.03
H -4.169 0.524 -0.406 0.06
H 1.979 1.535 0.661 0.11
H -2.987 2.982 -0.079 0.06
H 2.783 -2.209 3.497 0.08
H 0.799 -3.221 0.811 0.10
H 3.301 -0.026 2.092 0.11
H -3.743 1.197 1.346 0.07
H -2.786 0.078 0.634 0.07
```

---

Entry 5:
Formula: C9H14Si
Source: the Open Molecules 2025 dataset
Level of theory: ωB97M-V with the def2-TZVPD basis set

**Molar mass**: 150.3 g mol⁻¹
**Maximum force**: 3.3 eV/A
**E_tot**: -640.62349 Eh
**Frontier orbital gap**: 10.52 eV
**HOMO**: -9.641 eV
**ΔE to the lowest compared entry with this formula, charge and spin**: 134.7 kcal/mol

```
24
Properties=species:S:1:pos:R:3:lowdin_charge:R:1
Si -0.062 -0.812 0.911 0.61
C -1.765 -0.774 0.137 -0.19
C -2.864 -0.604 -0.378 0.03
C 0.073 -2.179 2.194 -0.23
C -2.204 3.149 -0.154 -0.12
C 1.320 -0.795 -0.508 -0.47
C 1.936 0.625 -0.514 -0.13
C 0.095 -2.984 3.111 0.03
C -2.157 3.021 -1.463 -0.13
C 2.394 -1.958 -0.456 -0.09
H -1.451 3.725 0.414 0.05
H 0.334 0.162 1.892 -0.01
H 3.143 -1.734 0.278 0.07
H -2.849 2.319 0.397 0.08
H 1.199 1.419 -0.481 0.06
H 0.683 -1.003 -1.342 0.07
H -3.801 -0.455 -0.853 0.02
H 0.519 -3.559 3.869 0.00
H 2.622 0.517 0.312 0.07
H 1.882 -2.868 -0.323 0.05
H 2.395 0.731 -1.477 0.07
H 2.740 -1.951 -1.470 0.06
H -2.771 2.331 -2.051 0.04
H -1.411 3.676 -2.046 0.07
```

---

Entry 6:
Formula: C9H15BO2
Source: the Open Molecules 2025 dataset
Level of theory: ωB97M-V with the def2-TZVPD basis set

**Molar mass**: 166.0 g mol⁻¹
**Maximum force**: 5.2 eV/A
**E_tot**: -527.10438 Eh
**Frontier orbital gap**: 7.17 eV
**HOMO**: -8.081 eV
**ΔE to the lowest compared entry with this formula, charge and spin**: 158.7 kcal/mol

```
27
Properties=species:S:1:pos:R:3:lowdin_charge:R:1
O -0.256 3.052 5.420 -0.18
O -5.052 4.074 1.271 -0.10
C -1.852 3.814 3.136 -0.03
C -0.994 2.160 4.636 -0.24
C -4.064 3.663 2.115 -0.27
C -2.159 2.685 3.881 -0.23
C 0.813 2.422 6.208 -0.08
C -4.783 5.241 0.460 -0.07
C -4.248 2.443 2.800 -0.02
C -2.817 4.305 2.282 -0.02
C -3.347 1.949 3.707 -0.03
B 1.128 -1.566 3.448 0.09
H -1.246 1.232 5.256 0.15
H 1.260 1.489 5.794 0.08
H -0.103 -1.814 3.559 -0.03
H 1.352 -0.956 2.347 -0.02
H 1.663 3.112 6.344 0.08
H 1.570 -0.877 4.400 -0.04
H -5.189 1.944 2.644 0.11
H -3.890 5.095 -0.173 0.10
H -2.594 5.204 1.737 0.09
H 0.492 2.208 7.255 0.09
H -4.685 6.144 1.085 0.10
H -0.410 1.892 3.736 0.13
H -3.472 0.954 4.170 0.12
H -5.682 5.293 -0.150 0.09
H -0.853 4.245 3.198 0.13
```

---

Entry 7:
Formula: C9H15BeN4OSTe
Source: the Open Molecules 2025 dataset
Level of theory: ωB97M-V with the def2-TZVPD basis set

**Molar mass**: 363.9 g mol⁻¹
**Charge**: +1
**Maximum force**: 0.3 eV/A
**E_tot**: -1327.06504 Eh
**Frontier orbital gap**: 6.97 eV
**HOMO**: -10.961 eV
**ΔE to the lowest compared entry with this formula, charge and spin**: 0.0 kcal/mol

```
32
Properties=species:S:1:pos:R:3:lowdin_charge:R:1
Te -1.170 -2.045 2.266 1.21
S 0.136 1.187 1.669 0.72
O -1.110 -0.235 -0.594 -0.05
N 0.465 2.232 -0.857 -0.11
N -0.683 3.702 1.995 0.11
N 1.440 0.039 -1.519 0.07
N 0.025 3.258 -0.114 0.04
C -2.433 -1.047 3.653 -0.43
C 2.732 -1.429 -2.868 -0.02
C 1.171 2.352 -1.914 0.01
C 2.518 0.881 -3.476 0.02
C -2.351 -3.818 2.240 -0.44
C -0.204 2.818 1.120 -0.77
C 1.924 -1.177 -1.776 -0.05
C 3.031 -0.383 -3.728 -0.01
C 1.726 1.062 -2.360 -0.20
Be 0.298 0.618 -0.328 -0.04
H -1.460 -0.738 0.184 -0.06
H 1.660 -1.958 -1.074 0.13
H -1.990 -4.475 1.452 0.00
H -2.263 -4.316 3.201 0.01
H -0.806 4.659 1.704 0.12
H 3.661 -0.552 -4.591 0.13
H -0.755 3.466 2.968 0.10
H -3.466 -1.203 3.353 0.01
H -1.540 -0.516 -1.409 0.12
H 2.729 1.719 -4.126 0.13
H -2.193 0.012 3.634 -0.02
H 3.121 -2.423 -3.035 0.12
H 1.429 3.306 -2.360 0.15
H -2.256 -1.454 4.644 0.01
H -3.385 -3.544 2.047 0.00
```

---

Entry 8:
Formula: C9H15CeCl2NO2PS
Source: the Open Molecules 2025 dataset
Level of theory: ωB97M-V with the def2-TZVPD basis set

**Molar mass**: 443.3 g mol⁻¹
**Charge**: +2
**Maximum force**: 6.6 eV/A
**E_tot**: -2691.64026 Eh
**Frontier orbital gap (alpha / beta)**: 4.96 / 5.23 eV
**HOMO (alpha / beta)**: -15.395 / -15.408 eV
**2S+1**: 2

```
32
Properties=species:S:1:pos:R:3:lowdin_charge:R:1
Ce 0.627 -0.943 0.125 0.21
Cl 2.371 -2.034 -1.194 0.18
Cl 2.753 0.437 0.892 0.08
S -1.121 -2.556 4.276 1.12
P -0.010 2.010 -0.668 0.75
O -2.108 0.812 1.869 0.16
O -1.616 -2.057 -1.197 0.21
N 0.377 -1.643 2.424 -0.23
C -0.424 -3.529 -3.022 0.06
C 0.055 1.755 -2.475 -0.25
C 0.528 -2.062 4.694 -0.27
C -1.318 0.396 1.123 -0.16
C -1.413 3.168 -0.576 -0.25
C 1.318 3.245 -0.444 -0.25
C -0.900 -2.543 -2.022 0.02
C -0.880 -2.107 2.657 -0.49
C 1.179 -1.561 3.590 -0.14
H 1.125 3.817 0.474 0.07
H -1.410 3.674 0.400 0.07
H 0.861 1.063 -2.754 0.05
H -0.902 1.364 -2.844 0.05
H 2.173 -1.105 3.515 0.12
H -1.269 -4.036 -3.585 0.17
H -2.364 2.632 -0.700 0.05
H 1.330 3.924 -1.304 0.07
H -1.316 3.926 -1.370 0.07
H 0.944 -2.174 5.681 0.09
H 0.242 2.752 -2.896 0.06
H 0.267 -2.990 -3.715 0.14
H 0.285 -4.237 -2.514 0.15
H -1.665 -2.124 1.901 0.08
H 2.280 2.725 -0.341 0.00
```

---

Entry 9:
Formula: C9H15CeCl2O6PTl
Source: the Open Molecules 2025 dataset
Level of theory: ωB97M-V with the def2-TZVPD basis set

**Molar mass**: 665.6 g mol⁻¹
**Charge**: +4
**Maximum force**: 18.8 eV/A
**E_tot**: -2710.39693 Eh
**Frontier orbital gap (alpha / beta)**: 4.05 / 3.76 eV
**HOMO (alpha / beta)**: -22.211 / -22.035 eV
**2S+1**: 2
**ΔE to the lowest compared entry with this formula, charge and spin**: 370.8 kcal/mol

```
35
Properties=species:S:1:pos:R:3:lowdin_charge:R:1
Tl -0.566 -0.457 -2.950 0.83
Ce 0.000 0.000 0.000 0.39
Cl -1.237 -1.756 -1.055 0.54
Cl -1.137 1.410 -1.565 0.55
P -1.344 -1.131 2.284 1.13
O 1.553 2.295 1.139 0.38
O 0.207 -2.895 -4.511 0.41
O 0.338 1.314 -5.191 0.42
O -2.112 -1.856 3.661 -0.15
O -2.171 0.262 2.844 -0.26
O -0.523 -2.466 1.589 -0.36
C 0.656 -2.795 2.280 -0.28
C -0.096 -1.958 -3.918 -0.12
C -1.268 1.343 2.900 -0.36
C -1.749 -1.324 4.937 -0.25
C 1.790 -1.810 2.022 -0.04
C 0.953 1.414 0.709 -0.41
C -1.735 2.370 3.923 0.00
C -0.015 0.632 -4.336 -0.11
C -0.276 -1.435 5.324 -0.04
H -0.134 -0.996 6.334 0.13
H -1.741 1.938 4.944 0.11
H -2.317 -1.900 5.698 0.17
H 1.990 -1.740 0.932 0.08
H -2.107 -0.289 5.070 0.11
H 0.466 -2.959 3.347 0.12
H -0.240 1.040 3.205 0.11
H 0.030 -2.497 5.388 0.10
H 0.370 -0.873 4.620 0.07
H 1.539 -0.806 2.418 0.07
H 0.985 -3.786 1.901 0.17
H -1.040 3.237 3.921 0.12
H 2.708 -2.169 2.533 0.15
H -2.755 2.729 3.671 0.12
H -1.262 1.845 1.911 0.11
```

---

Which formula does entry 4 have? C9H14OS

---

The highest E_tot belongs to which entry? C9H15BO2